# 1
ORCA calculation (ωB97M-V/def2-TZVPD) on a cluster of 4 separate species, C23H52NO13P4 in total in a non-equilibrium geometry.

The HOMO energy is -11.364 eV. The charge is +1.

Element x y z (Å)
H: -4.4959 3.3066 1.8029
H: 4.3303 4.1352 -4.4638
H: 2.7409 -2.9655 -2.0058
C: -5.1376 8.6820 0.8499
H: -0.9124 -0.9659 6.0327
H: -1.6379 1.1787 -3.2253
H: 3.8379 -9.0800 0.9933
H: -7.2805 2.7453 2.9430
C: 4.6670 -9.7943 1.0723
H: 3.7420 -0.8101 -2.5642
H: 4.6967 -4.6617 1.7359
P: -6.4669 5.7837 1.3784
H: 5.6438 -8.7719 2.7020
H: -4.1551 6.8946 0.1325
H: 3.8799 -1.8165 -3.9892
C: -6.6345 3.2555 2.2248
C: -0.7038 -0.8168 2.5581
H: 6.6049 -6.3632 3.4352
H: 3.6246 3.1021 -3.2150
H: 0.2957 3.5340 -3.4016
H: -2.2537 2.6053 2.2201
H: 0.6986 -0.3551 0.8975
H: -0.7126 2.9991 -4.7467
H: -4.9113 2.6532 3.3722
C: -0.1310 -0.0043 1.5275
C: -8.4608 7.5408 1.7465
H: -5.4845 9.1054 1.7943
O: -7.4077 6.7827 2.3539
H: -10.1163 7.3347 0.3832
H: 5.3775 -5.2796 4.1216
C: 5.6914 -6.9787 -2.4427
C: 3.8736 3.1619 -4.2825
H: -0.3045 -1.8275 2.7447
O: 2.0443 1.6895 -5.0223
H: -3.8509 -1.3194 4.5641
O: 6.2783 -7.1623 -1.1567
O: 2.4490 -0.3717 -4.1337
P: 5.4011 -6.9692 0.2167
H: -9.1035 7.8934 2.5548
H: -6.0185 8.5067 0.2227
C: 2.6384 2.9870 -5.1427
C: -9.2860 6.7377 0.7613
H: -0.4810 1.9969 0.6671
O: 6.2560 -5.7359 0.9005
H: 1.8949 3.7528 -4.9058
H: 5.5476 -4.8212 -2.1612
C: -1.7671 -0.3275 3.3248
H: -4.5092 9.4159 0.3440
C: -1.8286 1.5878 2.3367
H: 6.3318 -4.1643 2.1728
P: 1.8676 1.0193 -3.4866
H: -5.1900 1.6785 1.9174
H: 4.8946 -10.1452 0.0644
O: -5.0941 6.5028 1.9379
C: 3.1618 -1.3157 -3.3369
O: 1.9010 0.6198 -2.0324
H: -7.0645 3.0801 1.2382
N: -2.4023 0.8590 3.3266
O: 6.4434 -8.0965 0.9146
H: 1.3504 -1.8980 -2.2703
H: 6.8937 -5.3357 -3.1518
C: -0.7840 1.2665 1.4329
C: -4.3822 7.3871 1.0826
H: 4.3247 -10.6368 1.6741
O: 4.2387 -6.2020 -0.3541
H: -2.1565 -2.8147 4.1411
H: -8.0406 8.4261 1.2619
P: -2.4509 -1.4992 4.5833
C: -0.6371 3.0198 -3.6584
H: 6.2110 -7.6455 -3.1340
C: -5.2299 2.6913 2.3275
H: 4.6053 2.3800 -4.4929
C: 2.2225 -2.3516 -2.7464
O: -1.8337 -1.2850 6.0611
H: 1.8397 -3.0077 -3.5302
H: 5.2523 -5.3737 -3.8185
H: -1.4636 3.6093 -3.2584
H: -0.4343 1.6266 -2.0141
C: -0.6456 1.6129 -3.0890
H: -8.6809 6.4231 -0.0984
H: 4.6453 -7.2870 -2.4384
C: 5.8852 -9.1510 1.7048
O: -5.8901 4.9122 0.2968
H: 4.8916 -6.6736 3.1507
C: 5.6938 -5.0318 1.9951
H: 6.6676 -9.9015 1.8288
O: -6.6534 4.6394 2.5471
H: -3.4337 7.6066 1.5756
H: 2.9066 3.1161 -6.1925
H: -9.6808 5.8358 1.2323
C: 5.6427 -5.8823 3.2514
O: 0.2662 0.7634 -3.7520
C: 5.8481 -5.5470 -2.9194

Atoms 1-3, force components in eV/Å:
H -0.25 0.04 -0.18
H 0.00 -0.03 0.03
H 0.02 -0.02 -0.07



# 2
ORCA calculation (ωB97M-V/def2-TZVPD) on the ion C23H52OP with charge -1.

The HOMO energy is -3.354 eV. The charge is -1.

Element x y z (Å)
C: 3.7947 -0.5980 2.2505
C: 4.1048 1.0876 -0.4385
C: 3.2005 1.3271 -1.6481
H: 3.8779 2.6794 0.9615
H: 4.3509 0.0271 -0.3611
H: -0.0042 4.7947 -1.2630
H: 1.6537 2.7328 -3.6265
H: -0.9824 -4.4871 0.9100
H: 3.3746 1.3692 2.9714
C: -1.2748 -0.0630 1.3837
H: -0.7449 3.7157 -3.1602
H: 2.9521 -2.0103 3.6431
C: -5.1036 0.4809 -0.9531
H: 2.7922 -0.3368 4.1338
H: -1.9742 0.7319 1.1106
H: -1.1384 -4.5974 -1.8895
H: -3.8629 2.8884 0.5838
C: 0.5172 3.8528 -1.4326
H: 0.3461 -0.2977 4.4898
H: 1.2032 1.2937 -0.7818
H: 0.8639 -1.9802 2.6754
C: 1.2972 -0.9800 2.6981
C: 3.9758 0.9334 2.1695
C: 0.2707 -3.1611 -0.2518
C: -1.0967 -0.0693 2.9059
C: -0.8060 -2.1361 -0.6012
H: -3.1418 -1.4618 1.7874
H: -2.4513 -0.1418 -1.1611
H: -1.5968 -0.9622 3.3051
H: -1.7498 -5.8595 -0.8213
H: 3.6651 0.8705 -2.5286
H: 1.5959 0.2044 -3.5923
H: 0.8891 -2.7947 0.5711
H: 0.7469 0.9840 3.3548
H: -4.8928 0.1063 -1.9597
H: 1.5393 4.0865 -1.7321
H: 3.5017 -1.0076 1.2822
H: -2.9557 2.0027 -0.6396
H: -2.8002 -3.0033 0.4269
H: -0.3240 -1.2088 -0.9232
C: 1.7875 0.7595 -1.5326
H: -1.3670 -2.5071 -1.4680
O: -4.1825 -0.0372 -0.0304
H: 0.5831 -5.1433 0.4884
H: 0.0742 0.2762 -2.7365
H: -5.9481 2.4093 -0.3923
H: 1.3500 -0.6585 1.6552
C: -0.1875 3.0273 -2.5208
H: -6.1002 0.1130 -0.6798
H: 4.7474 -1.0512 2.5289
H: -3.6185 3.6047 -0.9979
C: 2.7241 -1.0080 3.2720
H: 2.4549 1.6789 0.8540
H: -1.3130 -2.4534 1.8088
C: -0.2569 -4.5553 0.1028
H: 3.1599 2.4024 -1.8398
H: -5.2885 2.3523 -2.0072
C: -5.1110 2.0270 -0.9791
C: 1.0314 0.7888 -2.8584
C: -3.1206 -0.8042 -0.5829
H: 5.0501 1.6013 -0.6400
P: -2.1001 -1.7383 0.7817
C: -3.8052 2.6617 -0.4793
H: -1.6184 0.7842 3.3503
H: 1.8459 -0.2737 -1.1748
H: -0.9307 2.3660 -2.0680
H: 5.0111 1.1947 2.4023
C: -0.8599 -5.2971 -1.1020
H: -0.1390 -5.9983 -1.5292
H: -3.5188 -1.5604 -1.2746
H: -0.3338 0.1641 0.8715
H: 0.5632 3.3278 -0.4793
C: 0.3484 -0.0359 3.4244
H: 0.9533 -3.2913 -1.1069
C: 0.7324 2.1822 -3.4152
C: 3.5454 1.6409 0.8778
H: 0.2240 2.0385 -4.3723

Atoms 1-3, force components in eV/Å:
C -0.13 0.19 0.22
C 0.10 0.20 0.01
C -0.06 -0.05 0.04



# 3
ORCA calculation (ωB97M-V/def2-TZVPD) on a cluster of 3 separate species, C23H53N2O10PS2 in total.

The HOMO energy is -8.388 eV. The SMILES is CC[C@H](C)[C@H]1[C@@H](C)[C@@H](P(O)(O)=S)OS(=O)(=O)[C@H]1CCO.COCCNCCOC.COCCNCCOC. The energy above the lowest of the compared OMol25 structures with the same formula, charge and spin comes out at 0.000 eV. The charge is 0.

Element x y z (Å)
H: -4.4781 -1.0068 -5.0278
O: 0.3313 -1.0209 -0.7071
H: -0.3801 -1.1399 -5.3354
C: 1.9477 -4.4588 5.6806
H: 1.9868 8.4352 -3.3446
H: -2.5068 -2.0464 5.4205
O: -1.6309 0.3960 4.3853
H: -0.6515 -3.8219 0.5944
C: -0.5710 -1.9900 4.4272
H: -1.4024 1.0840 -1.6697
H: 1.9617 -4.7702 2.5406
P: 1.2145 -0.3530 0.4429
H: 2.6151 -4.2553 4.8401
S: 1.3766 1.5377 0.4234
C: 0.1779 -4.4591 3.7925
H: 3.4260 9.4514 -3.1612
H: -4.2658 -1.3235 -3.2938
H: 1.4957 5.7648 0.0052
H: 0.0863 -1.3431 5.0127
C: 0.3202 -2.5483 2.0679
H: 1.2063 -2.9816 1.6044
H: -1.8597 -3.6261 5.0927
H: 1.3685 -2.7049 3.8846
H: 3.0275 6.1005 -4.1237
H: -1.5026 -3.4696 7.4062
O: -0.6862 -0.3276 2.2693
H: -3.1803 -2.5603 -6.0487
C: 2.0069 6.1191 -0.8971
H: 0.8061 -1.6030 -1.3160
N: 1.1127 5.9644 -2.0305
C: 0.5590 -4.9131 5.2127
C: 0.3470 -2.9394 3.5653
H: 1.9062 -3.5577 6.2963
H: 1.4426 6.5187 -2.8075
N: -1.5399 -1.9221 -3.7950
H: -1.3769 -2.2304 0.7146
H: 3.2273 -1.0354 0.9402
H: -0.8576 -0.8034 7.6453
H: 1.2519 -6.2432 3.1723
H: -2.0958 -0.7695 -5.5175
H: -1.1846 -3.6404 -4.9063
H: -5.8380 -1.6010 -4.0523
C: -1.5817 -2.6240 5.4163
C: 2.3884 7.5669 -0.6773
O: -1.5718 -1.4392 7.5367
O: 2.5681 -1.2243 0.2578
C: 0.5292 -1.0321 2.0082
O: 2.6933 4.0354 -4.0633
H: 0.4791 -5.4007 1.8343
H: -2.1716 -3.8638 -3.4700
H: -2.1877 -1.5844 -3.0975
H: -0.8756 -4.7061 3.6301
H: -2.7060 -0.1042 -1.8496
H: 2.9355 5.5395 -0.9889
H: 0.2051 4.6353 -3.3302
H: -3.0829 1.6243 -1.8159
H: 1.6663 2.7024 -2.9741
C: -0.9225 -3.0307 1.2927
H: 0.3237 4.0776 -1.6687
O: -2.2524 1.0144 -3.5650
H: 2.9443 7.6390 0.2608
C: -1.1062 -2.6029 6.8712
H: 1.2740 -0.7345 2.7635
H: -3.3290 -4.2546 -5.5919
H: -0.1997 -4.6141 5.9350
H: 1.4921 8.1906 -0.5915
H: -0.0144 -2.6686 6.9291
S: -1.5599 -0.7532 3.5414
C: -3.2546 -3.2410 -5.1911
H: 2.0227 9.7023 -2.1030
C: -1.2897 -0.8817 -4.7808
H: 4.2524 5.0541 -4.8525
O: -2.7562 -1.3476 3.0354
O: 3.2365 8.0648 -1.7039
C: 3.5587 5.1497 -4.0179
H: 2.4316 -5.2314 6.2787
C: -4.7619 -1.6703 -4.2045
H: -0.7273 1.1704 -4.8907
C: 0.8716 4.5947 -2.4652
H: -1.6905 -3.4155 1.9614
H: 2.8003 3.6557 -2.0318
O: -4.4697 -3.0206 -4.5026
C: 1.0113 -5.2566 2.7734
C: 2.0589 3.7131 -2.8385
C: -2.3599 0.8879 -2.1631
C: -2.0008 -3.2000 -4.3211
H: 0.5334 -6.0053 5.2139
H: -0.2876 0.3909 -3.3625
C: -1.0691 0.4664 -4.1278
H: 4.1309 5.1771 -3.0846
C: 2.6272 8.9487 -2.6180

Atoms 1-3, force components in eV/Å:
H 0.00 0.00 0.00
O 0.10 0.07 0.02
H -0.03 -0.02 -0.03



# 4
ORCA calculation (ωB97M-V/def2-TZVPD) on a cluster of 6 separate species, C23H53N5O7Si in total.

The HOMO energy is -8.657 eV. The SMILES is CC(=O)OCCCCCC[SiH3].CN(C)C=O.CN(C)C=O.CN(C)C=O.CN(C)C=O.CN(C)C=O. The energy above the lowest of the compared OMol25 structures with the same formula, charge and spin comes out at 0.000 eV. The charge is 0.

Element x y z (Å)
H: 2.6249 -2.1782 4.0458
H: -4.3424 4.3099 -1.6052
H: -2.3814 3.7915 2.3930
H: 0.1968 -6.1370 6.6127
H: 0.5982 1.9342 -3.2798
H: -2.6366 -5.4084 -1.6218
O: -2.3746 -2.4369 0.6419
H: 0.7857 3.0696 -0.7195
H: 1.0681 -7.5336 7.2840
H: 0.3703 -1.1684 3.3588
H: 1.4814 -3.4793 3.6447
H: 3.9160 -0.5192 -6.8840
H: -0.8200 8.6085 -2.7865
O: -2.8387 6.3114 -1.5073
H: 0.9941 -0.1431 2.0589
H: 1.5378 1.6953 -7.5526
H: -2.6615 2.1172 2.9272
H: 3.5008 2.2762 -4.4386
C: 1.6912 -6.1524 4.3538
H: -1.9557 0.5018 -2.4370
H: 4.3461 0.7317 -4.6825
H: -1.9779 7.5357 -3.6560
C: -1.7396 -5.5445 -1.0202
H: 3.9564 -6.8159 5.2717
H: 3.1126 -3.4782 2.9412
H: -2.7828 5.3275 -3.3542
C: -1.1808 4.5193 4.4988
H: -2.1989 4.8349 4.7357
C: 1.7847 1.7828 -6.4808
H: 2.6605 0.7584 -4.1232
C: 2.2798 -2.8487 3.2547
C: -2.4609 -3.4025 -0.0915
C: 0.0812 1.1773 -2.6776
C: -0.4451 -4.3897 0.7859
H: -1.3550 0.4710 -4.1197
C: 3.3908 1.2432 -4.7703
C: 2.3370 -2.1834 0.9047
H: -1.2402 1.8503 -0.3749
N: 1.8929 -6.7551 5.5402
H: -0.8804 -5.6229 -1.6902
H: 3.2910 -8.1879 6.1711
C: 0.6843 -1.1520 2.3215
H: 2.6265 -5.9673 3.7984
O: 1.0600 2.3521 -5.6877
H: -1.2478 3.1823 -3.2647
H: 4.7653 1.0051 -7.2011
H: -4.1774 2.7162 -3.2416
H: 3.3072 0.5951 -8.1177
H: -0.7587 5.2201 3.7761
H: -0.7803 -4.3631 1.8227
H: 0.6354 0.2450 -2.8244
H: -1.8326 -6.4794 -0.4628
N: 1.7975 -2.0795 2.1277
C: -2.0210 2.4305 -3.4345
C: 3.7822 0.5337 -7.1404
H: -2.2722 2.5015 -4.4972
O: -1.7656 7.9743 -0.5222
C: -1.9445 7.3260 -1.5160
H: -0.4851 6.8735 -3.0124
Si: 0.1560 1.7332 -0.8732
H: 3.1709 -2.9071 0.8546
N: -1.1728 3.1719 3.9704
C: -2.5274 5.1524 -2.3009
C: -3.3015 3.9846 -1.7250
H: -3.4365 1.8637 -1.9156
H: -0.5849 4.5568 5.4090
H: -2.9407 3.7761 -0.7118
O: -0.4745 1.0267 4.1432
C: -3.2918 2.7091 -2.5971
H: 3.4394 -6.6020 6.9513
H: -1.4500 4.9605 -2.2524
H: -1.2295 2.5040 1.9775
H: 0.1481 -3.4984 0.5926
C: 0.7351 -7.0525 6.3677
C: -1.3716 1.0421 -3.1878
C: -1.2682 7.6182 -2.8304
H: 0.1625 -5.2783 0.6326
H: -3.2860 -3.5220 -0.8156
H: 0.8700 0.7415 -0.0594
N: 2.9545 1.1988 -6.1573
C: -1.9043 2.8803 2.7464
O: 0.5990 -5.8408 3.9187
H: -0.1519 -1.4354 1.6794
H: 0.0294 2.4784 5.4800
H: 0.0487 -7.7138 5.8387
C: -0.5044 2.1674 4.5660
C: 3.2148 -7.1105 6.0117
O: 1.9534 -1.5564 -0.0689
N: -1.5851 -4.4247 -0.1194

Atoms 1-3, force components in eV/Å:
H 0.03 -0.05 0.03
H 0.15 -0.02 0.03
H 0.00 0.02 0.00